Formula: C23H36FN3O8PSTl
Source: the Open Molecules 2025 dataset
Level of theory: ωB97M-V/def2-TZVPD

The HOMO energy is -8.654 eV. The value obtained for the HOMO-LUMO gap is 8.37 eV. For the LUMO energy, the calculation gives -0.2882 eV.

Geometry as ORCA input:
```
! RIJCOSX wB97M-V def2-TZVPD def2/J DEFGRID3
* xyz 0 1
H -1.46042 -1.44692 3.89271
C -1.47153 -2.42104 1.39730
H -4.05473 -7.91554 2.20466
H -0.18386 0.25317 3.01277
H -5.46926 -5.09938 1.58987
H -2.30643 0.50487 2.12742
H 2.95902 1.62637 0.01557
C -3.61904 -6.13016 1.10449
C -0.39172 3.10498 1.26727
H 2.53500 2.10638 -3.79804
F -2.37796 -2.40987 6.13235
N -2.78866 -4.92157 1.27272
H -0.47091 3.71625 2.17517
H 0.07792 1.91492 3.56702
H -5.11651 -5.18316 -0.13298
N 1.88555 0.24301 1.18866
H 0.60027 3.22020 0.83642
C -5.05953 -5.73546 0.80482
S -1.85274 1.88512 -1.80368
C -3.46683 -7.00734 2.33797
O -1.00882 -1.26505 1.49931
O -1.12223 -3.46022 -2.10099
H 1.22232 -1.43173 2.28650
C -3.10384 -4.25192 4.86943
C -0.85594 -2.81205 -1.10132
H 1.42707 1.64622 -5.11855
O 0.04793 -1.89656 -1.04342
H 1.99457 2.14467 2.02384
H 0.77277 2.26274 -3.57626
H -3.49156 -4.69376 5.77861
H 2.23759 0.84469 3.18012
H 2.99335 -1.22213 2.23102
H -0.02108 -0.74297 -4.96929
O 1.69317 0.06029 -1.83251
C -2.04233 -3.06135 2.59219
N -0.65986 1.69614 1.60023
H 2.09838 -1.80963 0.79962
O -0.34113 2.05607 -1.55376
O -2.11556 1.86628 -3.22371
H -3.20370 -6.65021 0.24061
C -2.46993 -3.01451 4.93172
H -2.41961 -7.30376 2.43391
H 3.37458 -0.06129 -0.26422
C -3.90676 -6.25266 3.58410
O -2.07668 0.47468 -1.20172
H -4.99086 -6.11423 3.57387
C -2.08328 1.55355 1.95214
C 2.77518 -0.95212 -4.08956
C -0.05833 -0.67936 -3.87900
P 1.47877 0.03050 -3.33243
H -2.29895 -4.90603 -0.73465
C -1.52667 -3.18425 0.19774
C 1.63866 1.15790 2.31636
C 1.56429 1.66992 -4.03758
H -3.67787 -6.82725 4.48211
H 3.74535 -0.59914 -3.74010
C -2.20737 -4.36881 0.20184
Tl -0.09682 0.19005 -0.29529
H 2.73422 -0.89102 -5.17687
O -2.60167 2.85796 -1.03336
H 3.92918 0.74808 1.23239
C 0.17781 1.23469 2.70999
C 2.06156 -1.14186 1.65925
H -2.29683 2.13076 2.86092
C -3.22838 -4.90806 3.66636
H -1.11553 3.43673 0.52436
H 2.63965 -1.98907 -3.78130
H -5.68423 -6.62506 0.71870
H -0.90671 -0.04797 -3.59337
C 3.11766 0.66474 0.49958
H -2.68972 1.92619 1.12745
C -2.69109 -4.29804 2.51193
H -0.17358 -1.67452 -3.44715
C -1.94187 -2.41167 3.82895
*
```


Formula: C23H36N4O6PdSSi2
Source: the Open Molecules 2025 dataset
Level of theory: ωB97M-V/def2-TZVPD

The HOMO energy is -0.903 eV. The value obtained for the HOMO-LUMO gap is 5.01 eV. For the LUMO energy, the calculation gives 4.1087 eV.

Geometry as ORCA input:
```
! RIJCOSX wB97M-V def2-TZVPD def2/J DEFGRID3
* xyz -2 1
H 2.47515 -0.38759 2.69299
C -3.02389 -4.11027 2.28599
N -1.57790 2.12340 2.34924
O 2.26286 -0.65883 -3.87230
H -0.61017 1.90257 2.10172
O -2.65183 2.07345 -1.04073
C -1.66075 -2.29815 1.31545
H -2.17515 0.54646 1.00328
C -1.94945 -3.59404 -3.49276
C 0.79485 -3.00834 3.25692
C -2.36811 2.44821 0.06095
H -2.11572 -0.75387 4.01755
C 6.12399 5.36908 -1.40512
C -4.34988 -1.84043 -2.68277
Pd -0.45653 -0.51742 -0.75516
H 1.42772 0.85161 3.39937
H -3.45580 -4.00345 -1.04951
H -2.64389 -0.37803 -4.49145
H 0.40401 -3.75088 2.55991
H -2.39359 -3.65996 -4.49190
H -2.23641 -4.48525 -2.92968
H -4.18043 -5.29957 0.91729
H 0.55533 -3.33731 4.27473
C -2.13301 -3.04263 2.41107
C 3.12333 2.47351 -0.35365
H -3.47453 1.57593 1.63087
C -2.20398 -2.64508 0.03726
S 1.84869 1.28185 0.07556
C 4.34303 2.05055 -0.85561
C -2.43341 1.56567 1.29640
H -1.78574 -2.81866 3.41171
Si 0.11887 -1.26228 2.89061
H 6.48682 5.89029 -0.51561
H 3.63466 5.81756 -0.42675
H 0.73330 1.52195 -3.15676
H -0.94121 -0.81521 -4.23615
H -0.94651 -1.35291 5.20417
C 2.86695 3.82937 -0.20619
C 1.49741 -0.40871 -2.94098
H -3.32452 -4.65752 3.17369
H -4.70908 -1.98168 -3.70828
C -1.87679 -0.57179 -3.73272
O -1.98926 3.71543 0.32270
C 1.61985 -0.21651 3.34481
C 5.07309 4.34871 -1.04708
H 5.72420 6.12377 -2.08592
O 2.60691 0.06264 0.28238
H -1.72883 3.69613 1.27104
Si -2.45639 -1.98646 -2.63577
H -1.74362 0.34586 -3.15548
C 3.83765 4.75798 -0.54657
H 2.37959 1.51289 -2.57354
O 0.68755 -1.24146 -2.40245
H 4.51948 0.98846 -0.96799
C -3.08155 -3.73204 -0.06944
C -1.06434 -0.72081 4.31567
O 1.17949 1.86622 1.22647
H -4.62664 -0.83312 -2.35755
H -0.82043 0.30327 4.61793
H 6.97997 4.89694 -1.88887
N 0.83404 1.26180 -1.11211
H -4.86467 -2.55411 -2.03651
H 1.88455 -2.98694 3.16154
H 1.86587 -0.57637 4.35416
N -0.71364 -1.28094 1.37613
H 6.26259 2.65229 -1.59692
C -3.49753 -4.46510 1.03971
H -0.86082 -3.58991 -3.59547
H -1.77011 1.65108 3.22291
N -1.87655 -1.84139 -1.02304
H 1.90338 4.13728 0.18067
C 5.31016 2.98762 -1.19989
C 1.40734 1.03518 -2.44417
*
```


Formula: C23H36N6S
Source: the Open Molecules 2025 dataset
Level of theory: ωB97M-V/def2-TZVPD

As for the structure (SMILES): CCN(CC)CCNC(=S)Nc1ccc2nc(N3CCN(CC)CC3)cc(C)c2c1. The HOMO energy is -7.078 eV. The value obtained for the HOMO-LUMO gap is 7.72 eV. For the LUMO energy, the calculation gives 0.6462 eV.

Geometry as ORCA input:
```
! RIJCOSX wB97M-V def2-TZVPD def2/J DEFGRID3
* xyz 0 1
H 5.27752 1.32706 1.22216
H 0.26340 4.24665 -1.48732
H 6.34849 -0.66298 2.69440
C -1.36276 -0.54015 -0.09596
H 8.44677 -2.01244 0.92025
C -0.95524 1.82514 -0.28093
H 5.53006 -2.23951 0.42430
C -6.02526 1.19074 -0.11875
H -7.20088 -0.61483 0.11685
C -3.81692 2.02226 0.72397
C 5.49711 1.30859 -0.92794
C -6.20810 -0.24509 0.41125
N 2.17096 -0.08299 -0.71612
N -5.14638 -1.12580 -0.06136
H 3.41120 3.02039 -1.05796
H -1.31656 2.83858 -0.27651
H 4.44882 -0.99573 1.10478
H 0.46576 4.28585 0.26121
C 0.40868 1.57555 -0.49237
C -1.83390 0.78738 -0.06957
C 3.05659 0.87736 -0.90003
N 6.40927 -0.36047 0.59243
H -5.94949 -0.85953 -1.95717
C -4.79348 -2.16793 0.89612
H -5.61011 1.15684 -1.13254
C 5.23916 -1.19120 0.35750
C -5.92388 -3.10930 1.32014
H 6.93518 1.64986 0.64499
H -6.33656 -3.64041 0.46561
H -6.17007 -0.20596 1.50179
H 8.45244 -2.07197 2.68813
H 1.82733 4.69334 -0.79391
C 4.67791 -0.91360 -1.03743
H -6.99966 1.67928 -0.16558
C -4.08882 -1.89148 -2.16935
H 3.77697 -1.50115 -1.20564
C 6.04424 1.03933 0.47782
H -3.79438 0.15411 -0.04173
N -3.20560 0.98012 0.12690
H 6.26340 1.03657 -1.66119
H -4.31921 -2.18238 -3.19112
H 5.26843 2.36606 -1.04216
N 4.33848 0.48642 -1.17893
H -5.53365 -3.84427 2.01891
H 7.14202 -2.82752 1.78762
S -3.07832 3.28349 1.50526
H -3.51958 -2.69562 -1.71120
H -3.46670 -1.00038 -2.19422
H -5.59090 2.78338 1.20609
H -3.98846 -2.75981 0.45585
H -6.72691 -2.56373 1.80962
C 1.37335 2.60547 -0.69203
C 0.88071 0.23757 -0.51894
H 5.43548 -1.15538 -1.78854
H -6.00153 -2.53384 -1.40463
C 7.06638 -0.65577 1.85440
H -4.39274 -1.66811 1.78385
H -2.06400 -1.34387 0.07277
C -0.04357 -0.80914 -0.31961
N -5.17691 2.00078 0.72467
C -5.38683 -1.62238 -1.41438
H 0.32571 -1.82280 -0.34122
C 2.67539 2.24864 -0.89383
C 7.82113 -1.97975 1.80793
C 0.96273 4.04407 -0.67695
H 7.78626 0.14639 2.03954
*
```


Formula: C23H37HfN9
Source: the Open Molecules 2025 dataset
Level of theory: ωB97M-V/def2-TZVPD

The HOMO energy is -19.930 eV. The value obtained for the HOMO-LUMO gap is 6.56 eV. For the LUMO energy, the calculation gives -13.3704 eV.

Geometry as ORCA input:
```
! RIJCOSX wB97M-V def2-TZVPD def2/J DEFGRID3
* xyz 4 1
H -0.26751 2.18788 -1.59902
H 4.14080 -1.97169 -3.54196
H 1.21930 0.75009 -2.44174
H 4.62696 -0.96117 2.92375
H 5.37225 3.23691 2.45145
H -2.99716 -1.02543 4.59248
H 2.32137 -1.66405 2.52835
C -1.61956 -0.45853 3.04869
N -0.09797 2.22798 0.51049
H 3.32406 -1.51331 0.48830
C 3.74977 0.57969 -3.04459
C 1.67893 -0.21440 -2.20918
H 2.60342 -2.56695 -2.90654
H 2.84830 1.87703 -0.97205
C 4.66809 2.41601 2.48259
H 1.33956 1.79644 2.52292
H 4.53760 0.37547 -3.76624
C 2.41674 1.59243 2.44618
C -1.26594 -2.43747 0.25483
N -1.17893 -0.15782 -0.56718
C -2.92573 1.10658 4.28931
C 3.32096 0.91919 -0.73724
H 3.30467 1.54675 -3.28364
N 2.73232 -0.47336 -3.11432
H -0.59266 -2.80292 -0.52612
H -1.44286 3.23421 -0.82304
H 5.71917 -0.89804 -2.09949
C -1.93004 1.13249 -0.71437
C 2.89761 0.29711 2.63836
C 5.13493 1.11608 2.67628
H -2.68241 3.16366 3.69095
H 1.42134 -0.79310 3.57336
N 3.90729 -1.74479 -1.46777
H -3.65635 1.32511 5.05894
Hf 0.59630 0.07514 0.90695
N -0.42643 -1.93278 1.39228
H -2.60790 1.21808 0.13579
C -2.10334 -1.28841 -0.24888
N -1.05474 0.54779 2.34455
H -2.05205 -2.51885 2.64597
H 6.19707 0.94171 2.79207
N 2.15254 -0.15498 -0.71675
N 1.88009 -0.75103 2.65942
C 4.25521 0.04246 2.74977
H 2.95011 3.68030 2.27818
H -0.05327 3.42259 2.27084
C 4.92586 -0.69068 -1.38479
C -0.93769 2.27040 -0.74030
H 0.28857 -2.64804 1.53246
C -0.78853 2.86123 1.68824
H 0.72272 2.80723 0.31852
C -2.55243 -0.21067 4.03522
H 2.12473 -2.31271 -0.60186
H -1.51772 3.59384 1.33658
H 0.94639 -1.02636 -2.28575
H -2.80263 -0.94624 0.51579
N 4.30858 0.60467 -1.68909
C -2.37903 2.13709 3.53009
C -1.44893 1.82190 2.56029
H 3.74749 0.93206 0.26406
C 2.88470 -1.52510 -0.51445
H -2.53816 1.11444 -1.62061
H -0.78731 -0.35716 -1.49243
H -0.55004 -2.26987 3.49027
H 5.35789 -0.66869 -0.38264
C 3.34766 -1.77270 -2.82476
C -1.18117 -1.86134 2.69717
H -2.68627 -1.57234 -1.12632
H -1.87599 -3.28354 0.57520
C 3.31002 2.66363 2.37082
*
```


Formula: C23H37N2O12PSi2
Source: the Open Molecules 2025 dataset
Level of theory: ωB97M-V/def2-TZVPD

The HOMO energy is -7.488 eV. The value obtained for the HOMO-LUMO gap is 7.11 eV. For the LUMO energy, the calculation gives -0.3765 eV.

Geometry as ORCA input:
```
! RIJCOSX wB97M-V def2-TZVPD def2/J DEFGRID3
* xyz 0 1
C -6.64951 6.00552 2.46452
C -2.54670 2.16741 -1.88209
O 0.84602 -8.78605 -0.04043
O 1.34323 -1.22744 4.98933
C 0.07393 1.48329 -1.94718
H -2.95337 0.05750 -1.93480
O 2.82502 0.41252 4.61029
H 1.74762 0.40970 -2.79688
H 3.49159 -5.59231 -0.82754
C 2.36925 4.68253 2.14832
H 1.98471 2.75186 5.22787
C 1.89167 -2.86549 -3.72000
H 3.57715 -5.83802 1.88982
H 2.70971 -8.12805 2.03680
C -2.20630 0.84291 -1.93031
H 0.64898 -0.59777 0.12464
H -6.70767 5.11537 3.09500
O 2.75020 -2.71030 0.63468
O 1.32205 -3.67188 -4.64351
C -0.87235 0.49231 -1.96309
H 3.86505 -2.97297 -2.86083
Si 1.85271 0.09530 -0.34363
C 2.81098 -6.12563 1.17224
H 0.28178 3.18474 0.89930
H 1.98638 -5.39735 -5.57862
H 0.53639 3.53750 -1.94174
H 3.99981 -4.49937 -4.66824
H -0.57273 -0.54827 -2.00219
H -4.12429 3.05565 -0.81250
O 2.50375 1.03787 0.86870
H 0.52070 -0.67146 2.55745
C 1.53929 1.05021 -1.93913
H -7.74589 6.88351 0.83438
C 2.06256 -7.40142 1.54347
H -0.55177 2.57603 2.14803
O 2.40968 -7.35639 -0.78903
C 3.37278 -6.46975 -0.19619
H -1.85998 4.20860 -1.86795
C -4.00490 2.59127 -1.79866
O 1.80712 3.47460 4.61570
H 1.18640 -7.20098 2.15318
H -0.17574 0.51656 3.61220
H -8.45144 5.36760 1.39137
H 3.62829 -5.67703 -3.40997
C -6.57454 5.17444 0.24858
O -4.17748 5.54222 0.13029
H 4.33146 -6.99038 -0.13372
H 2.59707 4.42810 1.11133
C -1.60264 3.15576 -1.90545
H 3.00538 5.47686 2.53143
N 3.42514 -1.77170 0.41294
H -6.74326 5.47302 -0.78216
H 1.31870 4.99184 2.22408
H -6.90142 6.87727 3.06415
O 1.52673 -1.74528 -3.51221
C -5.20940 5.63008 0.72603
H 2.20757 1.91631 -1.98383
H -4.23051 3.37248 -2.52511
C 1.66227 -7.94517 0.18436
H 3.61017 -0.11447 4.42303
H -6.63576 4.08912 0.34396
C -0.27044 2.81193 -1.93982
H 1.24775 -5.62720 -3.98371
Si 1.45304 1.56404 2.06105
C 1.66830 -0.27377 4.31100
C 3.26140 -4.78590 -3.91732
P 2.58812 3.15714 3.16883
O 3.01142 -1.11656 -0.76705
C 2.99144 -3.60599 -2.98877
H 2.10526 -5.29852 1.08684
C 0.77482 0.19256 3.17726
O -5.30175 6.13447 1.98128
H -4.68251 1.73830 -1.83907
C -7.51179 5.88877 1.21721
H 2.60984 -3.92549 -2.01813
N 0.01795 2.30991 1.34483
C 1.90551 -4.98662 -4.57492
*
```


Formula: C23H37N2O2P3Pt
Source: the Open Molecules 2025 dataset
Level of theory: ωB97M-V/def2-TZVPD

The HOMO energy (alpha / beta) is -18.695 / -19.017 eV. The value obtained for the HOMO-LUMO gap (alpha / beta) is 6.63 / 4.20 eV. For the LUMO energy (alpha / beta), the calculation gives -12.0641 / -14.8135 eV.

Geometry as ORCA input:
```
! RIJCOSX wB97M-V def2-TZVPD def2/J DEFGRID3
* xyz 4 5
N 2.76372 0.78508 2.37344
H 4.47997 1.59531 -3.21288
H -4.86121 1.98111 1.61575
Pt -1.21207 -1.25656 -1.93042
C 0.70030 1.81281 5.24501
C -2.22991 3.48512 0.52679
H -3.36092 0.66177 -1.55959
O 1.92196 -1.07966 0.17547
N -0.04412 2.41172 5.92458
H 1.19036 2.60532 -1.71379
H 0.17528 -1.33199 -4.46478
H 3.63957 -1.69648 4.46136
C 1.62301 1.05790 4.43823
H 2.02567 -0.41039 5.96960
C 4.51047 1.32356 -0.17088
H -2.61272 4.37747 1.04231
O -0.08474 0.35786 1.26988
H -2.76862 3.37863 -0.42444
P 3.11766 1.17011 -1.30080
C -2.31436 2.58134 3.31160
H -1.42947 3.21873 3.44311
C -0.30397 0.27340 -3.08131
C 3.73850 0.82366 -2.94569
H -1.01508 -2.31857 1.88168
C 2.10170 2.63294 -1.10067
H -1.05979 1.64405 -1.56407
H 1.48297 2.38557 2.71362
C -0.27340 -2.88760 1.31275
H 4.12605 1.31667 0.85717
H -2.90907 -3.84272 -1.27502
C -1.30753 0.83658 -2.25228
C 1.91631 1.46802 3.12810
H -3.89149 -1.29080 -3.04471
C -0.61618 -0.82134 -3.92126
C 2.24183 -0.09424 4.94781
H 1.80778 2.76156 -0.04820
C -1.92727 -1.34713 -3.94083
C -2.61615 0.29109 -2.25912
H 2.69003 3.51817 -1.39633
C -1.12977 0.87940 1.24733
H 4.05696 -0.81794 2.17075
H -3.06060 -3.39930 0.43727
H -2.14511 -2.24586 -4.51361
C -4.06434 1.24864 1.40998
C 2.27339 -0.28000 -0.59979
H 5.19085 0.47095 -0.31374
H 0.71834 0.63808 -3.02102
H 1.37268 -3.72372 -1.09160
H 2.94499 0.82273 -3.71084
C 3.12081 -0.79764 4.13514
C 3.35409 -0.31226 2.83883
H -4.15590 0.43369 2.14636
H 0.17255 -3.95942 -2.37691
H -0.13323 -3.87313 1.77921
C -2.92914 -0.79488 -3.11358
P -2.47992 2.06634 1.59954
H -3.21189 3.15129 3.60991
C 0.36230 -4.09213 -1.30373
H -4.21185 0.82603 0.40589
H 4.24723 -0.15609 -2.97742
C -2.42701 -3.91998 -0.29265
H 5.05122 2.26018 -0.36895
H 0.66828 -2.34064 1.33279
H -1.16533 3.65476 0.30607
H -2.30928 -4.96928 -0.00153
H -2.20869 1.71333 3.98004
H 0.28397 -5.15151 -1.03633
P -0.82225 -3.09732 -0.37527
*
```


Total energy? In order: -2676.2212 -2673.7266 -1624.7696 -1438.0822 -2831.4823 -2300.2181 Ha.